[1]
The following is a quantum chemistry calculation of a structure of composition C31H52BrN4NiP3, from the Open Molecules 2025 dataset.

Positions of all 92 atoms, in Å:
N1 6.23980 0.36089 0.77511
C1 5.68848 -0.85183 0.80159
C2 4.31672 -1.05470 0.61659
C3 3.48377 0.05710 0.31085
C4 4.07488 1.33781 0.34222
C5 5.46638 1.42406 0.56049
C6 2.13854 -0.18836 -0.24814
Ni1 0.22446 0.22012 0.21566
P1 -2.59099 1.07274 -1.83420
C7 1.47696 0.78262 -1.12053
C8 1.44722 0.54490 -2.59405
C9 1.30239 1.63899 -3.47557
C10 1.11286 1.43492 -4.84195
C11 1.13138 0.13201 -5.36651
C12 1.36961 -0.96926 -4.52128
C13 1.53197 -0.75478 -3.14513
Br1 0.81382 -0.11452 -7.16994
H1 2.02142 -1.26540 -0.46148
H2 1.62306 1.84232 -0.86724
H3 3.92858 -2.06806 0.65601
H4 3.51342 2.25142 0.16130
H5 6.36146 -1.69892 0.97509
H6 5.96685 2.40360 0.55538
H7 1.31232 2.65849 -3.08547
H8 1.66199 -1.61378 -2.48180
H9 0.95052 2.27905 -5.50987
H10 1.42719 -1.97106 -4.95089
P2 -0.09694 1.52417 1.84738
C14 -1.78057 -0.00363 -3.06082
C15 -2.23486 0.39531 -4.46877
H11 -2.01231 -1.05958 -2.84040
H12 -0.69603 0.11861 -2.96525
H13 -1.76887 -0.25812 -5.21234
H14 -3.32365 0.30668 -4.55083
H15 -1.95490 1.43042 -4.70418
C16 -1.58375 2.58320 -1.79701
C17 -2.39567 3.77174 -2.32967
H16 -0.67974 2.43176 -2.40689
H17 -1.26296 2.75284 -0.76125
H18 -1.79289 4.68544 -2.31334
H19 -2.71778 3.59435 -3.36555
H20 -3.29788 3.93854 -1.72303
C18 -2.74623 0.16455 -0.27540
C19 -4.22938 -0.12413 -0.01080
H21 -2.29675 0.73480 0.56065
H22 -2.16797 -0.76962 -0.41997
H23 -4.41877 -0.37522 1.03829
H24 -4.81434 0.77043 -0.25674
H25 -4.58562 -0.94879 -0.64138
C20 -1.22179 0.95606 3.20459
C21 -1.15217 1.75608 4.50949
H26 -0.98642 -0.10529 3.39328
H27 -2.23862 0.98013 2.76900
H28 -0.49717 1.24774 5.23391
H29 -0.79239 2.78478 4.39454
H30 -2.15596 1.80355 4.94156
C22 -0.69056 3.26399 1.57923
C23 0.17570 4.16739 0.70680
H31 -0.81253 3.71770 2.57626
H32 -1.71079 3.17422 1.16854
H33 1.16669 4.31933 1.14581
H34 0.31508 3.78723 -0.31172
H35 -0.30843 5.15305 0.61752
C24 1.44930 1.88554 2.80338
C25 2.14774 0.69246 3.44836
H36 1.19711 2.62745 3.57755
H37 2.12768 2.36618 2.08310
H38 2.97601 1.07414 4.05660
H39 1.48792 0.09672 4.09515
H40 2.58652 0.02367 2.69570
C26 -2.15744 -4.31971 0.52092
N2 -0.80657 -4.30329 -0.06144
C27 0.15515 -4.91499 0.87952
N3 0.15032 -4.24053 2.19515
C28 -1.22174 -4.30286 2.73453
N4 -2.19912 -3.65770 1.84183
C29 -2.00357 -2.22089 1.75862
P3 -0.32931 -1.78564 0.97439
C30 -0.40120 -2.97583 -0.48265
C31 0.67581 -2.87078 2.13164
H41 -2.43327 -5.37563 0.66683
H42 -2.85141 -3.81949 -0.16771
H43 1.16103 -4.87438 0.44136
H44 -0.16439 -5.95829 1.04129
H45 -1.25337 -3.81485 3.71423
H46 -1.49676 -5.36727 2.80021
H47 -2.82884 -1.78410 1.18475
H48 -2.04966 -1.78066 2.76444
H49 0.59251 -3.03778 -0.95020
H50 -1.11199 -2.60469 -1.23876
H51 0.65495 -2.42599 3.13682
H52 1.71877 -2.89090 1.78662

The net charge is +2. The orbital gap (alpha / beta) comes out at 0.232 / 0.159 hartree. The value obtained for the LUMO energy (alpha / beta) is -6.8548 / -8.8786 eV. The spin multiplicity is 3.

Löwdin charges in e: 0.0787 -0.1076 -0.0071 -0.2207 -0.0106 -0.1028 -0.1506 0.0972 1.2244 -0.2054 -0.2442 -0.0560 -0.1086 -0.7322 -0.0871 -0.0321 0.8497 0.0816 0.0950 0.1053 0.1039 0.1233 0.1229 0.1215 0.1023 0.1158 0.1170 0.9066 -0.3472 -0.1191 0.0955 0.0466 0.0728 0.0831 0.0780 -0.3631 -0.1151 0.0650 0.0263 0.0893 0.0789 0.0843 -0.4169 -0.1252 0.0422 0.0228 0.0851 0.0773 0.0949 -0.3755 -0.1197 0.0527 0.0785 0.0879 0.0598 0.0868 -0.3694 -0.1282 0.0876 0.0753 0.0788 0.0450 0.0966 -0.3507 -0.1144 0.0919 0.0647 0.0942 0.0691 0.0499 -0.1485 -0.1520 -0.1468 -0.1387 -0.1534 -0.1446 -0.2810 1.0111 -0.2899 -0.2687 0.1408 0.1314 0.1345 0.1409 0.1351 0.1400 0.0556 0.0886 0.0852 0.0805 0.0961 0.0874

***

[2]
The following is a quantum chemistry calculation of a structure of composition H20O10Xe, from the Open Molecules 2025 dataset.

Positions of all 31 atoms, in Å:
Xe1 -6.75774 12.27767 4.89034
O1 -8.71725 10.08750 6.58877
H1 -9.18443 10.92215 6.62536
H2 -8.57401 9.93340 5.65498
O2 -4.58605 9.12939 5.19928
H3 -4.44206 8.19519 5.35015
H4 -4.81285 9.47947 6.06081
O3 -8.32993 16.01631 3.68288
H5 -9.13240 16.36332 3.29318
H6 -8.46250 15.06852 3.70137
O4 -5.92229 9.24865 2.67681
H7 -5.87536 10.19939 2.57625
H8 -5.45404 9.07019 3.49236
O5 -6.35397 9.22718 7.43877
H9 -7.09019 9.53359 6.90932
H10 -6.38232 9.77034 8.22643
O6 -8.39910 13.33798 1.17096
H11 -7.51413 12.97432 1.14242
H12 -8.96252 12.58468 1.34800
O7 -3.30363 10.86927 3.51315
H13 -2.64334 11.43071 3.91940
H14 -3.64693 10.34193 4.23447
O8 -6.60184 13.64550 8.38253
H15 -6.13691 13.89308 7.58330
H16 -6.94603 14.47032 8.72523
O9 -5.62752 12.41284 1.45248
H17 -5.34251 11.74667 0.82701
H18 -4.83661 12.91725 1.64292
O10 -8.46034 9.65031 3.66231
H19 -8.75007 8.74589 3.78196
H20 -7.59449 9.57390 3.26143

The net charge is 0. The orbital gap comes out at 0.412 hartree. Its energy relative to the best compared isomer or geometry (same formula, charge and spin) is 0.267 eV. The value obtained for the LUMO energy is 0.2048 eV.

Löwdin charges in e: 0.4533 -0.0973 0.0461 -0.0328 -0.0626 0.0786 0.0277 -0.0661 0.0303 -0.0095 -0.0522 -0.0089 0.0021 -0.0669 -0.0327 0.0491 -0.0633 -0.0249 0.0270 -0.0749 0.0340 -0.0344 -0.0820 -0.0178 0.0310 -0.0712 0.0564 0.0544 -0.1087 0.0524 -0.0362

***

[3]
The following is a quantum chemistry calculation of a structure of composition C61H50ClFGeO3P3PbSe, from the Open Molecules 2025 dataset.

Positions of all 122 atoms, in Å:
Pb1 -0.41139 -0.01674 0.57569
F1 1.81414 -0.58285 -5.11431
Ge1 1.27852 -0.49225 -3.37743
C1 -0.50758 -1.14398 -3.90789
C2 -0.42965 -2.03510 -5.04116
C3 -1.42208 -2.07927 -6.01038
C4 -2.68775 -1.53036 -5.68984
C5 -2.87532 -0.86303 -4.48753
C6 -1.78590 -0.70583 -3.56885
P1 -2.28224 -0.07652 -1.94360
C7 -3.39130 1.33572 -2.22308
C8 -4.21548 1.81238 -1.18138
C9 -5.23129 2.74578 -1.43190
C10 -5.29288 3.33535 -2.69528
C11 -4.42226 2.92884 -3.70506
C12 -3.41741 1.96488 -3.46596
C13 -3.29761 -1.46288 -1.35827
C14 -4.51695 -1.30438 -0.71030
C15 -5.07230 -2.40355 -0.02124
C16 -4.50364 -3.66230 -0.06083
C17 -3.33170 -3.83613 -0.84738
C18 -2.78655 -2.75963 -1.54735
C19 1.91574 1.39583 -3.16698
C20 2.51018 1.90682 -4.38480
C21 3.15967 3.13306 -4.46299
C22 3.31753 3.89415 -3.30373
C23 2.72048 3.50137 -2.13413
C24 2.02847 2.23518 -2.03493
P2 1.28522 1.99415 -0.40056
C25 2.66547 2.22183 0.77696
C26 3.99154 2.24003 0.38997
C27 4.97427 2.51972 1.32649
C28 4.64758 2.86101 2.62297
C29 3.31824 2.78975 3.04684
C30 2.31477 2.43518 2.13856
C31 0.21999 3.50914 -0.24971
C32 -0.48021 3.86267 -1.38720
C33 -1.26269 5.02668 -1.38954
C34 -1.35437 5.85035 -0.27615
C35 -0.58703 5.53309 0.85116
C36 0.21813 4.38525 0.86189
C37 2.41293 -2.05085 -2.76756
C38 3.26488 -2.54399 -3.77319
C39 4.13437 -3.62683 -3.59704
C40 4.24251 -4.21541 -2.34482
C41 3.42588 -3.78950 -1.29970
C42 2.49940 -2.71484 -1.49098
P3 1.57820 -2.29810 -0.01065
C43 2.97854 -2.27274 1.22003
C44 4.15259 -1.61029 0.80111
C45 5.13109 -1.35179 1.73351
C46 5.00826 -1.79114 3.06290
C47 3.82741 -2.40099 3.47357
C48 2.84758 -2.74059 2.51798
C49 0.66168 -3.84191 0.45543
C50 0.59947 -4.97180 -0.34026
C51 -0.07533 -6.11517 0.13447
C52 -0.76794 -6.12576 1.33175
C53 -0.71018 -4.96981 2.13959
C54 0.01922 -3.86986 1.70408
H1 0.54121 -2.51923 -5.18224
H2 -1.23529 -2.53585 -6.98581
H3 -3.52942 -1.62061 -6.36745
H4 -3.84097 -0.47372 -4.20740
H5 -4.05271 1.41009 -0.18121
H6 -5.92438 3.04731 -0.65778
H7 -6.01210 4.14541 -2.94255
H8 -4.53370 3.36261 -4.71107
H9 -2.68489 1.68931 -4.21593
H10 -5.05484 -0.35251 -0.75578
H11 -5.97077 -2.21471 0.55482
H12 -4.92931 -4.51281 0.49002
H13 -2.78101 -4.79392 -0.92637
H14 -1.87892 -2.86345 -2.13514
H15 2.39308 1.33748 -5.29199
H16 3.58090 3.48669 -5.40587
H17 3.87160 4.83519 -3.29349
H18 2.78280 4.15946 -1.24342
H19 4.26414 1.91644 -0.62098
H20 6.03150 2.54621 1.00353
H21 5.45131 3.22581 3.27616
H22 3.06287 3.16387 4.02675
H23 1.30193 2.30792 2.48491
H24 -0.46116 3.20906 -2.23637
H25 -1.78274 5.31226 -2.31635
H26 -2.05501 6.70848 -0.20682
H27 -0.64099 6.19801 1.75585
H28 0.87541 4.21108 1.73174
H29 3.22611 -2.04072 -4.74265
H30 4.71041 -4.01656 -4.45581
H31 4.98428 -4.98544 -2.14009
H32 3.38642 -4.34026 -0.35268
H33 4.27135 -1.38301 -0.26743
H34 6.05005 -0.86538 1.37718
H35 5.80975 -1.60524 3.78456
H36 3.72226 -2.75880 4.49284
H37 2.05042 -3.45399 2.75452
H38 1.13695 -5.03437 -1.29235
H39 -0.10909 -7.00459 -0.52497
H40 -1.35528 -7.00275 1.67074
H41 -1.11361 -4.92597 3.15348
H42 0.10563 -2.98495 2.35552
O1 0.14815 -0.49995 2.66849
H43 1.09340 -0.66171 2.73064
H44 -0.25628 1.01237 3.23481
O2 -1.86846 1.47883 2.32021
O3 -0.73420 1.90393 3.21232
Se1 -3.52506 0.70935 3.04493
Cl1 -0.35118 -0.91271 6.30739
C55 -1.29867 0.53064 6.34933
C56 -0.84552 1.56412 7.17445
C57 -1.66206 2.66266 7.44964
C58 -2.93343 2.72751 6.80518
C59 -3.37100 1.71663 5.94698
C60 -2.51516 0.62722 5.69539
C61 -2.83369 -0.35376 4.62636
H45 0.11718 1.44036 7.69602
H46 -1.35482 3.49473 8.10305
H47 -3.56692 3.63003 6.90766
H48 -4.36465 1.71666 5.50740
H49 -3.62545 -1.06761 4.81699
H50 -1.96127 -0.86524 4.18921

The net charge is +1. The orbital gap comes out at 0.260 hartree. Its energy relative to the best compared isomer or geometry (same formula, charge and spin) is 0.000 eV. The value obtained for the LUMO energy is -2.8113 eV.

Here are the Löwdin charges for atoms 1 to 99, given in e: 1.0925 -0.3201 1.0357 -0.2602 -0.0908 -0.0461 -0.0511 -0.0940 -0.4191 0.9634 -0.3751 -0.1072 -0.0624 -0.0859 -0.0711 -0.1024 -0.3842 -0.0805 -0.0802 -0.0706 -0.0616 -0.0940 -0.2166 -0.0798 -0.0510 -0.0675 -0.0997 -0.3957 0.9597 -0.3549 -0.1077 -0.0854 -0.0737 -0.0504 -0.1013 -0.3462 -0.1060 -0.0682 -0.0775 -0.0669 -0.0640 -0.2250 -0.1068 -0.0557 -0.0637 -0.1085 -0.4153 1.0173 -0.3606 -0.1029 -0.0804 -0.0675 -0.0590 -0.0874 -0.3569 -0.0876 -0.0857 -0.0777 -0.0621 -0.1346 0.0956 0.1153 0.1087 0.1045 0.0817 0.1069 0.1181 0.1123 0.1007 0.0917 0.1048 0.1110 0.1073 0.0954 0.0864 0.1172 0.1184 0.1271 0.1144 0.1208 0.1164 0.1103 0.0663 0.0935 0.1139 0.1196 0.1256 0.0968 0.0946 0.1215 0.1141 0.1188 0.1097 0.1135 0.1115 0.1084 0.0969 0.1057 0.1169

***

[4]
The following is a quantum chemistry calculation of a cluster of 2 separate species, C4H10N2O2 in total, from the Open Molecules 2025 dataset.

Positions of all 18 atoms, in Å:
C1 1.26394 -0.24112 1.37983
N1 1.32312 0.15264 2.82936
C2 1.30609 1.40379 3.35217
O1 0.85729 2.44556 2.82038
H1 2.20250 -0.04860 0.83335
H2 0.44124 0.27787 0.85980
H3 1.06268 -1.32546 1.36226
H4 1.69038 -0.59975 3.41720
H5 1.76523 1.40053 4.37044
C3 -1.87154 -0.57264 -1.40715
N2 -1.64351 -0.23516 -2.85409
C4 -0.42000 -0.11384 -3.33331
O2 0.50750 0.20118 -2.60111
H6 -1.76287 0.36791 -0.84132
H7 -1.11662 -1.29050 -1.04469
H8 -2.87446 -0.98754 -1.21065
H9 -2.39151 -0.44239 -3.52047
H10 -0.33944 -0.39253 -4.41198

The net charge is 0. The orbital gap comes out at 0.382 hartree. Its energy relative to the best compared isomer or geometry (same formula, charge and spin) is 1.904 eV. The value obtained for the LUMO energy is 0.7477 eV.

Löwdin charges in e: -0.0572 -0.0400 -0.3646 -0.0255 0.0873 0.0736 0.0780 0.1218 0.1260 -0.0591 -0.0346 -0.4125 -0.0011 0.0810 0.0807 0.0816 0.1297 0.1350

***

Among the records above, which one has the highest net charge?
C31H52BrN4NiP3

***

The highest net charge belongs to which entry?
C31H52BrN4NiP3